Entry 1:
Formula: C7H33NO11
Source: the Open Molecules 2025 dataset
Level of theory: the ωB97M-V functional and the def2-TZVPD basis

Summary:
**Structure (SMILES)**: C=C/C=C/CNC=C.O.O.O.O.O.O.O.O.O.O.O
**2S+1**: 1
**Kohn-Sham gap**: 8.546 eV
**HOMO level**: -8.4 eV
**E_tot**: -1168.687897 Eh
**Total charge**: 0

Geometry (Å):
O  0.12613  0.59744  -3.16829
O  -1.11548  1.88778  2.72131
O  0.38277  -3.75971  0.17239
O  0.55441  -2.79160  2.52307
O  1.91750  -2.90103  -1.79100
O  1.19412  -0.58585  4.02539
O  -0.12232  2.28346  -1.23510
O  -2.27257  1.91470  0.43061
O  -1.17801  4.41689  0.53395
O  -2.32569  -0.23148  -4.39890
O  2.30051  -0.81099  -3.30572
N  1.54784  0.20404  1.49613
C  -3.48136  -0.81797  -1.60469
C  2.34355  2.28068  2.22051
C  -0.39275  -0.68269  0.54744
C  -1.17317  -0.85196  -0.59444
C  1.33041  1.64692  1.62181
C  1.14589  -0.55578  0.25619
C  -2.57842  -1.30339  -0.67002
H  0.72987  -1.93595  2.64457
H  -0.16653  4.57908  0.34276
H  0.43987  1.64304  -1.03979
H  -2.95541  -1.95781  0.15894
H  0.00092  -2.98969  3.30043
H  0.10864  1.49174  -2.81523
H  -0.90869  1.03162  2.83442
H  1.30478  -3.35355  -1.16284
H  -0.98462  2.02701  -1.02635
H  0.96032  -3.63899  0.84573
H  0.48290  2.09429  1.08323
H  2.69619  -3.32112  -1.73434
H  2.47422  -1.59926  -3.86626
H  1.40326  -0.26016  -0.78423
H  2.53394  -0.00101  1.62175
H  0.96000  0.25282  3.78669
H  -0.54038  2.50151  3.10473
H  -3.09665  2.24257  0.81909
H  2.24869  3.35204  2.17345
H  -1.89356  0.27393  -3.72111
H  -1.61086  -0.96609  -4.51846
H  -0.63145  -0.98721  -1.61909
H  -4.46495  -1.19425  -1.62552
H  3.11435  1.68884  2.63799
H  -3.09849  -0.13326  -2.46762
H  1.56250  -1.49322  0.30774
H  2.18408  -0.50180  4.05676
H  -0.75085  -0.53061  1.54332
H  1.94676  -1.26575  -2.53566
H  -1.16862  4.08593  -0.34844
H  1.03897  0.36749  -3.35983
H  -0.52218  -3.72322  0.55442
H  -1.60039  2.28163  1.02809

Entry 2:
Formula: C7H34N14O10
Source: the Open Molecules 2025 dataset
Level of theory: the ωB97M-V functional and the def2-TZVPD basis

Summary:
**Structure (SMILES)**: NC(N)=O.NC(N)=O.NC(N)=O.NC(N)=O.NC(N)=O.NC(N)=O.NC(N)=O.O.O.O
**2S+1**: 1
**Kohn-Sham gap**: 9.742 eV
**HOMO level**: -9.4 eV
**E_tot**: -1806.448352 Eh
**Total charge**: 0

Geometry (Å):
O  1.99953  -2.60596  1.41551
O  2.21122  3.52725  1.97575
O  0.53857  0.63528  -1.90996
O  -3.40567  2.37859  0.07516
O  -4.19570  -3.02084  -1.03507
O  4.42725  2.36819  3.16804
O  0.14231  -5.00402  -2.07877
O  -1.51546  4.01683  -1.19556
O  -2.52984  -1.59926  2.46312
O  3.07587  0.26987  -0.65952
N  -3.80766  -0.66666  0.67927
N  -0.57978  2.76820  -2.88217
N  1.62789  -3.23107  -1.94261
N  -2.83875  -4.40008  -2.14511
N  1.69729  -4.96074  -0.37679
N  0.09858  -2.72746  2.63450
N  0.95585  5.06190  0.89909
N  -2.73957  0.63200  2.23690
N  0.69512  2.83515  0.39545
N  3.59543  0.07974  1.48472
N  4.06208  2.07768  0.26968
N  -2.48069  -4.06409  0.13707
N  -1.59818  4.91636  -3.28477
N  0.02234  -1.80544  0.56408
C  0.81735  -2.34084  1.58068
C  -3.21707  -3.74178  -1.01148
C  -3.03483  -0.62558  1.83196
C  3.52999  0.79114  0.37264
C  1.07780  -4.44163  -1.46554
C  -1.20698  3.89117  -2.36608
C  1.32938  3.79766  1.15942
H  -3.13940  -3.99003  0.91025
H  -0.92414  -2.10566  0.64925
H  4.18425  0.43254  2.23122
H  0.83991  1.89860  0.71140
H  4.74801  2.92267  3.88222
H  3.55069  -0.97797  1.33027
H  -0.13743  3.06190  -0.11285
H  1.56868  5.79179  1.24474
H  2.31301  -4.49200  0.25003
H  -4.12651  0.19089  0.24620
H  0.39870  -2.14295  -0.32814
H  -3.05132  1.37358  1.62644
H  -2.07979  0.78738  2.98379
H  4.47311  2.67333  1.00630
H  -2.72229  2.86723  -0.42606
H  1.54075  -3.11893  -2.95413
H  -4.18938  2.88641  -0.11689
H  -2.01756  -4.93390  0.03601
H  -0.44466  2.62272  -3.87661
H  -2.00235  -5.04133  -2.07611
H  -3.04404  -3.87077  -2.99015
H  0.50676  5.41185  0.03689
H  -1.94388  5.75379  -2.88797
H  -0.08512  2.07863  -2.26873
H  1.22299  -5.81758  -0.09433
H  3.55237  2.82084  2.90260
H  -0.92404  -2.51433  2.73853
H  1.49195  0.67308  -1.66460
H  0.53065  -3.08742  3.47103
H  3.70369  2.59285  -0.54369
H  2.55618  -2.99709  -1.54027
H  0.06634  0.07636  -1.30106
H  -3.74756  -1.53028  0.18847
H  -1.42225  4.89221  -4.25363

Entry 3:
Formula: C7H36O11
Source: the Open Molecules 2025 dataset
Level of theory: the ωB97M-V functional and the def2-TZVPD basis

Summary:
**2S+1**: 2
**Kohn-Sham gap (alpha / beta)**: 2.173 / 9.289 eV
**HOMO level (alpha / beta)**: 0.3 / -6.9 eV
**E_tot**: -1115.706224 Eh
**Total charge**: -1

Geometry (Å):
O  1.07777  4.01804  0.90115
O  2.98907  -2.33046  -1.47877
O  -0.55421  -1.04840  -4.56203
O  0.00223  3.72257  -2.80012
O  2.99397  1.60906  1.89751
O  -2.28628  3.81558  -1.59301
O  -2.87527  -2.81336  0.67487
O  -3.44557  0.91827  -1.04069
O  -1.37625  -2.31354  -1.29809
O  3.88823  -0.86149  0.52713
O  -1.63676  1.99007  2.37669
C  -0.13058  -3.60145  2.33472
C  -0.33205  -1.20507  3.30938
C  0.05874  -2.10084  2.39393
C  -0.74892  0.89643  -1.81472
C  0.16983  -0.09225  0.66429
C  0.98737  -1.32405  1.34145
C  0.42864  0.29410  -0.94203
H  2.45356  2.28245  1.53776
H  -1.67160  0.96899  2.03629
H  3.17701  -3.21251  -1.14825
H  -1.34227  0.21644  -2.38722
H  1.02396  1.20336  -0.70748
H  0.89386  -0.47151  -1.57405
H  -1.27849  -3.75771  2.32387
H  -0.40935  1.77217  -2.36286
H  -0.76803  -1.40465  4.17494
H  -1.56595  1.27128  -1.12114
H  0.66758  0.70775  1.13672
H  1.79738  -0.86559  1.85522
H  -3.01807  3.55231  -1.10029
H  -2.31050  -3.23898  1.17910
H  -0.44109  -0.05205  -4.53509
H  -3.67724  0.17611  -1.59211
H  0.22709  -4.11598  1.35672
H  0.44487  -3.93211  3.16741
H  0.64785  3.23781  1.41887
H  -2.09209  3.06456  -2.10828
H  4.20495  -0.49117  -0.31710
H  1.46643  -2.13434  0.73981
H  3.16230  -1.84724  -0.63294
H  4.39781  -0.91766  1.28609
H  0.66768  3.90167  0.04723
H  -3.13756  0.45574  -0.07071
H  -1.62534  -1.77889  -2.05373
H  0.22053  -1.25911  -3.89517
H  -1.97092  1.85684  3.24017
H  0.40055  4.33121  -2.14583
H  3.83791  2.02091  1.63663
H  0.73803  3.46022  -3.33025
H  0.00774  -0.11521  3.22242
H  -2.50484  -2.55938  -0.20800
H  -0.96826  -1.69031  -0.74513
H  -0.86543  -0.20864  0.78470

Entry 4:
Formula: C7H36O13
Source: the Open Molecules 2025 dataset
Level of theory: the ωB97M-V functional and the def2-TZVPD basis

Summary:
**2S+1**: 1
**Kohn-Sham gap**: 9.118 eV
**HOMO level**: -9.5 eV
**E_tot**: -1266.303138 Eh
**Total charge**: 0

Geometry (Å):
O  -2.36400  -1.38415  -3.23950
O  -1.46294  3.25952  2.76225
O  3.35304  -1.58352  0.19373
O  -0.60161  0.59331  -3.65534
O  4.14288  1.67791  1.24776
O  4.01740  1.50101  -1.55304
O  2.12500  -0.21718  -3.30618
O  1.91858  -2.80679  1.92281
O  -3.09863  -3.18988  0.38142
O  2.35538  3.10572  0.52035
O  -4.89997  0.71757  0.80972
O  -0.27344  -3.85591  -0.26486
O  0.81686  3.59702  -1.52760
C  -1.24356  -0.26402  2.57363
C  -1.81968  2.29623  2.12234
C  -0.48955  -0.22738  1.25597
C  -1.96919  0.24166  -0.74954
C  -2.15355  0.99785  2.78562
C  -1.15332  -0.74183  0.01828
C  0.72588  0.36647  1.09750
H  1.23429  3.35900  -0.65712
H  -0.08909  0.00329  -4.22095
H  4.66535  1.06916  0.70843
H  3.67586  0.76188  -2.07131
H  -0.42084  -0.45231  3.28826
H  -2.74631  0.88427  -0.23479
H  1.54527  -2.63981  2.79926
H  2.12177  -1.89342  1.64802
H  -2.63279  -3.53527  -0.39654
H  -0.00582  -4.63035  -0.76261
H  -1.89291  -0.52606  -3.13085
H  2.11368  3.09115  1.44670
H  -1.79194  -1.20472  2.44862
H  -4.64845  0.04389  0.15936
H  -2.96673  -3.89606  1.02255
H  3.84533  -2.33821  -0.14947
H  2.54506  -1.58675  -0.34000
H  -2.10136  2.42069  1.08295
H  0.06336  1.21754  -3.34226
H  3.28286  1.89902  -1.07285
H  -3.03555  0.51805  2.23957
H  0.41138  -3.60214  0.35282
H  -2.73804  -0.22192  -1.44461
H  -2.43192  1.03336  3.85912
H  -0.31110  -1.21833  -0.51523
H  3.61242  1.09492  1.79891
H  1.52081  0.16331  -2.65825
H  -1.71523  -1.56264  0.38353
H  1.19622  0.81070  1.94332
H  -1.52548  0.97049  -1.42836
H  -4.65283  0.29224  1.63776
H  1.05798  0.84762  0.19384
H  1.18456  4.46682  -1.70634
H  -1.58295  -1.95223  -3.24478
H  3.25907  3.39462  0.39262
H  2.02849  -1.16541  -3.42463